{"formula": "C18H54MnNO12", "method": "the ωB97M-V functional and the def2-TZVPD basis", "species": ["Mn", "N", "O", "O", "O", "C", "C", "O", "H", "H", "H", "H", "H", "H", "C", "C", "O", "H", "H", "H", "H", "H", "H", "C", "C", "O", "H", "H", "H", "H", "H", "H", "C", "C", "O", "H", "H", "H", "H", "H", "H", "C", "C", "O", "H", "H", "H", "H", "H", "H", "C", "C", "O", "H", "H", "H", "H", "H", "H", "C", "C", "O", "H", "H", "H", "H", "H", "H", "C", "C", "O", "H", "H", "H", "H", "H", "H", "C", "C", "O", "H", "H", "H", "H", "H", "H"], "coordinates": [[2.872141, -0.777547, 0.224981], [-0.319506, -0.377162, 0.073139], [0.864181, -0.434192, 0.037526], [-1.086462, -1.327130, -0.076714], [-0.855947, 0.653847, 0.271265], [-2.327918, 2.239320, 4.464512], [-2.117553, 2.869106, 3.101206], [-0.924625, 3.662205, 3.032951], [-1.408166, 1.688545, 4.661467], [-3.047923, 1.424276, 4.391017], [-2.473300, 2.931293, 5.294059], [-2.934702, 3.503740, 2.758240], [-1.837952, 2.112010, 2.368583], [-0.525348, 3.684892, 2.160213], [2.696346, 3.022909, -0.959415], [3.691830, 1.868319, -1.114937], [3.035864, 0.609454, -1.419953], [1.709241, 2.638453, -1.216168], [2.973173, 3.924577, -1.505720], [2.566297, 3.342615, 0.074497], [4.245441, 1.869602, -0.175997], [4.431242, 2.250416, -1.818751], [2.538081, 0.719352, -2.233413], [-2.299913, 0.003673, -4.094356], [-3.322717, -0.467016, -3.059581], [-3.888992, 0.731867, -2.443645], [-1.457311, 0.542758, -3.661352], [-2.676742, 0.723300, -4.821169], [-1.876939, -0.839312, -4.640770], [-2.861117, -1.226671, -2.428750], [-4.110096, -0.879322, -3.690554], [-3.918056, 0.545004, -1.502453], [1.343088, 0.757266, 3.443412], [1.908639, 1.554808, 2.170885], [2.954743, 0.773537, 1.667864], [0.707770, 1.314684, 4.131711], [2.244706, 0.375767, 3.922632], [0.752024, -0.110639, 3.151016], [2.236206, 2.567370, 2.406483], [1.081857, 1.663719, 1.468977], [3.789036, 1.075647, 2.034299], [-0.103124, 5.685283, 0.098492], [-0.768154, 4.408426, -0.296291], [-0.228951, 3.423849, 0.571705], [0.960456, 5.547963, 0.293554], [-0.571281, 6.067223, 1.005712], [-0.254623, 6.508204, -0.600027], [-0.486903, 3.982552, -1.259423], [-1.841305, 4.439803, -0.107969], [-0.718387, 2.633557, 0.331944], [-5.669924, -0.388772, 1.625372], [-4.238456, 0.132550, 1.511747], [-3.777124, 0.542138, 0.258868], [-6.371182, 0.329942, 1.201336], [-5.932277, -0.573159, 2.667138], [-5.781597, -1.204343, 0.910901], [-3.583611, -0.711398, 1.728596], [-3.946630, 0.863979, 2.265379], [-2.817766, 0.568045, 0.235551], [0.034249, -4.529772, -3.842648], [-0.383304, -4.189005, -2.331682], [0.038790, -2.814984, -2.186092], [0.159815, -5.607342, -3.948273], [1.006634, -4.215665, -4.222001], [-0.721851, -4.215760, -4.562240], [0.188492, -4.749469, -1.592066], [-1.434098, -4.431364, -2.173006], [-0.509414, -2.431187, -1.497792], [3.404273, -2.542351, -3.276108], [3.261463, -3.130746, -1.900667], [2.464370, -2.395883, -1.131086], [2.502947, -1.994792, -3.551592], [3.938556, -3.073296, -4.063969], [4.008175, -1.638491, -3.195743], [4.219159, -3.343567, -1.425670], [2.872614, -4.129744, -2.097902], [1.608450, -2.365523, -1.564776], [2.144609, -4.406887, 2.084328], [1.343589, -3.085186, 2.177043], [2.263250, -2.026641, 1.883739], [3.039962, -4.400230, 2.705933], [2.521907, -4.539633, 1.070354], [1.543247, -5.267980, 2.375828], [0.994248, -2.852342, 3.182952], [0.507348, -3.071928, 1.478032], [2.742738, -2.011415, 2.715285]], "atomic_forces_ev_per_a": [[-0.74, -0.45, -0.18], [-3.97, -1.63, -0.04], [4.32, -0.99, -0.51], [0.34, -2.67, -0.66], [-1.76, 5.43, 0.88], [1.02, -0.48, -0.52], [1.41, 0.66, -0.88], [-0.01, 0.64, 2.45], [0.23, 0.12, 0.29], [-0.56, 0.43, 0.24], [-0.36, -0.05, -0.25], [-0.41, -0.30, 0.02], [-1.13, -0.76, -0.17], [-0.41, -0.26, -0.42], [-0.57, -0.25, 0.50], [0.17, 2.30, 0.33], [1.37, 0.63, 0.55], [-0.17, 0.39, -0.38], [-0.15, -0.28, -0.30], [0.13, -0.14, 0.08], [-0.09, -1.16, -0.05], [-0.02, -1.14, -0.69], [-0.12, -0.14, -0.15], [0.85, 0.99, -0.89], [0.66, 1.75, -0.25], [0.90, -2.40, -2.76], [-0.06, -0.23, 0.60], [-0.47, -0.26, -0.02], [-0.33, -0.23, 0.15], [-0.65, 0.40, 0.82], [-0.76, -0.08, -0.05], [-0.38, 0.07, 3.15], [0.71, 0.69, -1.05], [-3.10, -0.09, 2.57], [1.64, -0.59, -1.19], [0.40, 0.36, -0.15], [-0.16, 0.06, 0.56], [0.05, 0.00, -0.40], [0.19, -0.18, 0.19], [0.56, -0.18, -0.35], [0.11, 0.08, 0.19], [-0.30, 1.14, 0.01], [0.50, -0.24, 0.19], [0.18, -0.85, 0.18], [-0.02, -0.02, -0.17], [0.14, -0.23, 0.27], [0.16, -0.22, -0.33], [-0.49, 0.90, -0.72], [-0.17, 0.21, -0.55], [0.28, -0.57, 0.38], [0.33, 1.28, -1.61], [0.86, -1.58, 1.90], [-0.90, 0.91, -2.75], [-0.10, 0.42, 0.40], [0.08, -0.36, -0.29], [0.01, -0.64, 0.64], [-0.02, -0.38, 0.52], [-0.53, 0.41, -0.05], [0.59, -0.14, 0.59], [-0.46, -1.15, 1.18], [2.23, -0.28, -2.51], [-0.91, 0.15, 0.05], [-0.54, -0.24, 0.07], [0.04, 0.80, 0.69], [-0.05, 0.10, 0.20], [0.03, -0.40, -0.21], [-0.13, 0.68, -0.03], [-0.14, 0.47, 0.64], [1.16, 2.52, -0.07], [2.48, -3.51, -3.08], [-0.81, 2.24, 2.90], [-0.65, -1.05, -0.60], [-0.71, -0.53, 0.14], [0.72, 0.19, 0.29], [0.11, 0.42, 0.14], [-0.51, -0.32, 0.56], [-1.49, -0.11, -0.24], [-0.47, 0.37, 0.04], [0.34, -1.55, -0.08], [0.53, 0.55, 0.04], [-0.13, 0.17, 0.32], [-0.28, -0.05, -0.14], [-0.01, 0.03, -0.09], [-0.35, -0.42, -0.02], [0.15, 0.22, -0.03], [0.60, 0.61, -0.03]], "spin_multiplicity": 7, "e_above_lowest_ev": 0.000, "homo_lumo_gap_ev": [8.16, 2.61], "homo_energy_ev": [-13.58, -13.58], "total_charge": 2}


{"formula": "C18H54O9", "method": "the ωB97M-V functional and the def2-TZVPD basis", "species": ["C", "C", "O", "H", "H", "H", "H", "H", "H", "C", "C", "O", "H", "H", "H", "H", "H", "H", "C", "C", "O", "H", "H", "H", "H", "H", "H", "C", "C", "O", "H", "H", "H", "H", "H", "H", "C", "C", "O", "H", "H", "H", "H", "H", "H", "C", "C", "O", "H", "H", "H", "H", "H", "H", "C", "C", "O", "H", "H", "H", "H", "H", "H", "C", "C", "O", "H", "H", "H", "H", "H", "H", "C", "C", "O", "H", "H", "H", "H", "H", "H"], "coordinates": [[-0.493676, -0.827270, 5.123118], [-2.016292, -0.903570, 5.080553], [-2.489354, -1.788084, 6.095133], [0.074260, -1.752364, 5.124251], [-0.157197, -0.211011, 5.963536], [-0.166134, -0.242259, 4.250818], [-2.339497, -1.254364, 4.101991], [-2.426170, 0.100995, 5.222748], [-2.370427, -1.369940, 6.951032], [-1.582714, 1.138184, 0.364774], [-1.564121, -0.282169, 0.899772], [-0.284899, -0.867353, 0.755417], [-2.533440, 1.637497, 0.579702], [-1.429965, 1.219395, -0.710160], [-0.827274, 1.747914, 0.869355], [-2.248618, -0.868968, 0.284664], [-1.869682, -0.287029, 1.949631], [0.421527, -0.308435, 1.133245], [0.630154, 1.622892, -2.822440], [0.978823, 2.710460, -1.793561], [1.628797, 3.833147, -2.355135], [0.028157, 0.893395, -2.269880], [1.510321, 1.112271, -3.208106], [0.013577, 1.985806, -3.645240], [1.605646, 2.201854, -1.060251], [0.078232, 3.081325, -1.294265], [1.059097, 4.226905, -3.033777], [3.171441, -0.643103, -0.791136], [4.254474, -1.315558, 0.042215], [3.945916, -1.129407, 1.428358], [2.205809, -1.065621, -0.519197], [3.353863, -0.865578, -1.841892], [3.169255, 0.436126, -0.639711], [5.249203, -0.923786, -0.191160], [4.282554, -2.383885, -0.195340], [4.653120, -1.519287, 1.955131], [-2.332250, 4.046398, -3.273476], [-1.778977, 5.315801, -3.868125], [-0.397390, 5.144353, -4.157225], [-1.955201, 3.834198, -2.276431], [-2.252332, 3.199536, -3.953403], [-3.415640, 4.188922, -3.167591], [-1.899183, 6.152934, -3.163756], [-2.333213, 5.602974, -4.771461], [-0.076781, 5.903989, -4.653539], [-0.574726, -3.679237, -3.396869], [-0.658390, -2.523159, -2.412196], [0.186297, -2.762838, -1.313992], [-1.018910, -4.541141, -2.889076], [0.410572, -3.892360, -3.795911], [-1.305980, -3.533342, -4.197973], [-1.692000, -2.382554, -2.069429], [-0.344870, -1.577334, -2.885724], [-0.011350, -2.143203, -0.594368], [-2.872205, -0.602979, -4.518859], [-3.169968, -0.027029, -3.149281], [-4.475946, -0.431119, -2.728073], [-1.825456, -0.522670, -4.815814], [-3.509109, -0.149539, -5.280459], [-3.078558, -1.675090, -4.575166], [-3.131393, 1.064365, -3.176777], [-2.419861, -0.396685, -2.444540], [-4.850788, 0.302089, -2.234765], [2.548999, 0.988686, 4.183452], [1.782415, 1.630137, 3.037831], [1.695790, 0.762948, 1.890571], [3.463751, 0.522516, 3.812318], [1.976168, 0.245548, 4.728976], [2.840407, 1.784595, 4.873443], [2.261783, 2.534462, 2.656582], [0.762198, 1.846272, 3.352821], [2.573521, 0.405854, 1.684159], [1.065047, -4.409375, 3.395544], [1.556912, -3.126632, 2.718700], [2.398576, -2.452092, 3.650801], [0.680315, -4.249755, 4.398711], [1.838546, -5.175579, 3.403995], [0.252927, -4.764705, 2.751752], [0.697975, -2.505289, 2.446839], [2.049254, -3.382957, 1.775008], [2.824290, -1.709028, 3.198607]], "atomic_forces_ev_per_a": [[0.17, 1.32, -0.51], [0.89, -0.26, 0.64], [-0.46, -0.08, -0.43], [-0.35, -0.28, -0.04], [-0.10, -0.24, 0.22], [0.02, -0.24, -0.05], [-0.22, -0.33, 0.18], [-0.07, 0.01, -0.07], [0.07, 0.07, 0.00], [-0.22, 0.71, 0.43], [0.24, 0.58, -0.55], [0.19, -0.43, -0.21], [-0.09, -0.20, 0.02], [0.13, -0.27, 0.00], [0.12, -0.09, -0.11], [-0.06, -0.27, 0.34], [-0.15, -0.13, -0.03], [-0.30, 0.14, 0.13], [-0.49, 0.11, 0.68], [-0.44, -0.18, -0.95], [0.63, -0.06, 0.04], [0.08, -0.22, -0.22], [0.08, 0.13, -0.04], [0.11, 0.15, -0.06], [0.24, 0.58, 0.19], [-0.12, -0.36, 0.16], [-0.11, -0.15, 0.19], [0.42, -0.34, 0.31], [-0.15, -0.13, -0.46], [0.18, 0.17, 0.09], [-0.11, 0.07, -0.08], [-0.06, 0.11, -0.04], [-0.02, 0.02, -0.04], [-0.06, 0.19, 0.09], [-0.11, -0.01, 0.11], [-0.05, 0.02, -0.05], [-1.06, 0.22, -0.19], [-0.03, 0.49, 0.17], [0.24, -0.15, -0.16], [0.31, -0.15, -0.10], [0.45, -0.06, 0.09], [0.09, 0.06, 0.13], [-0.03, -0.19, 0.00], [0.10, -0.23, 0.00], [-0.02, -0.03, 0.06], [-1.44, -0.10, 0.49], [0.37, 0.56, -0.27], [0.30, -0.49, 0.27], [0.62, -0.26, 0.06], [0.09, 0.06, 0.11], [0.37, 0.35, -0.26], [-0.02, -0.18, -0.16], [-0.15, -0.10, -0.15], [-0.02, 0.12, -0.02], [-0.26, -0.36, -0.40], [0.10, -0.23, -0.16], [0.13, 0.08, -0.10], [0.02, 0.39, 0.15], [0.11, 0.13, 0.00], [-0.14, 0.01, 0.36], [0.21, 0.02, -0.01], [-0.06, 0.18, 0.12], [-0.11, -0.11, 0.08], [0.20, 0.56, -0.07], [0.31, -0.60, -0.59], [-0.28, -0.18, 0.13], [0.06, 0.04, 0.02], [-0.08, -0.08, -0.11], [0.04, -0.13, 0.11], [-0.03, 0.23, 0.50], [-0.04, 0.12, -0.18], [-0.04, -0.02, 0.17], [-0.15, 0.23, -1.08], [-0.44, -0.39, 0.66], [0.37, 0.24, -0.30], [0.03, 0.15, 0.05], [0.07, 0.04, 0.17], [-0.02, -0.25, 0.27], [0.03, 0.09, 0.11], [0.29, 0.09, 0.12], [-0.31, -0.23, -0.01]], "smiles": "CCO.CCO.CCO.CCO.CCO.CCO.CCO.CCO.CCO", "e_above_lowest_ev": 2.456, "homo_lumo_gap_ev": 10.07, "homo_energy_ev": -9.53}